ORCA calculation (ωB97M-V/def2-TZVPD) on the molecule C16H27NO4.

Bonds (Å) are listed after each position.
Cartesian coordinates (Å):
1 N 4.127 -1.136 1.783  C2 1.352, H47 1.005, H48 1.005
2 C 3.435 -1.773 0.812  N1 1.352, O3 1.214, C4 1.491
3 O 3.514 -2.968 0.611  C2 1.214
4 C 2.551 -0.881 0.009  C2 1.491, C5 1.332, O25 1.381
5 C 1.831 -1.356 -1.006  C4 1.332, C6 1.492, H46 1.078
6 C 0.979 -0.512 -1.894  C5 1.492, C7 1.542, H28 1.099, C29 1.547
7 C 1.044 0.966 -1.458  C6 1.542, H8 1.091, C9 1.532, H27 1.090
8 H 1.805 1.481 -2.046  C7 1.091
9 C 1.415 1.171 0.014  C7 1.532, O10 1.396, O25 1.409, H26 1.104
10 O 0.315 0.841 0.808  C9 1.396, C11 1.419
11 C 0.447 1.116 2.194  O10 1.419, C12 1.529, H23 1.093, H24 1.096
12 C 0.170 2.578 2.546  C11 1.529, H13 1.091, H14 1.092, C15 1.527
13 H 0.288 2.703 3.624  C12 1.091
14 H 0.902 3.223 2.056  C12 1.092
15 C -1.236 3.003 2.129  C12 1.527, H16 1.094, H17 1.091, C18 1.529
16 H -1.968 2.341 2.598  C15 1.094
17 H -1.342 2.904 1.048  C15 1.091
18 C -1.530 4.449 2.532  C15 1.529, O19 1.408, H21 1.100, H22 1.093
19 O -1.478 4.651 3.924  C18 1.408, H20 0.964
20 H -2.109 4.055 4.345  O19 0.964
21 H -2.514 4.747 2.140  C18 1.100
22 H -0.776 5.120 2.115  C18 1.093
23 H -0.292 0.468 2.674  C11 1.093
24 H 1.446 0.824 2.539  C11 1.096
25 O 2.562 0.445 0.395  C4 1.381, C9 1.409
26 H 1.706 2.223 0.176  C9 1.104
27 H 0.087 1.459 -1.626  C7 1.090
28 H 1.423 -0.565 -2.898  C6 1.099
29 C -0.455 -1.072 -2.044  C6 1.547, C30 1.531, C34 1.528, H45 1.097
30 C -0.470 -2.291 -2.970  C29 1.531, C31 1.526, H43 1.093, H44 1.091
31 C -1.896 -2.790 -3.182  C30 1.526, C32 1.525, H41 1.092, H42 1.093
32 C -2.542 -3.147 -1.848  C31 1.525, C33 1.525, H39 1.092, H40 1.092
33 C -2.524 -1.940 -0.916  C32 1.525, C34 1.526, H37 1.092, H38 1.093
34 C -1.096 -1.444 -0.708  C29 1.528, C33 1.526, H35 1.089, H36 1.092
35 H -1.093 -0.579 -0.047  C34 1.089
36 H -0.504 -2.230 -0.233  C34 1.092
37 H -2.965 -2.206 0.047  C33 1.092
38 H -3.129 -1.139 -1.349  C33 1.093
39 H -3.569 -3.482 -2.008  C32 1.092
40 H -1.989 -3.968 -1.387  C32 1.092
41 H -1.888 -3.662 -3.839  C31 1.092
42 H -2.485 -2.009 -3.672  C31 1.093
43 H -0.026 -2.032 -3.935  C30 1.093
44 H 0.126 -3.093 -2.531  C30 1.091
45 H -1.063 -0.289 -2.515  C29 1.097
46 H 1.906 -2.411 -1.213  C5 1.078
47 H 4.077 -0.136 1.862  N1 1.005
48 H 4.783 -1.655 2.340  N1 1.005

Calculated values
- Max |F|: 0.016 Eh/bohr
- ΔE to the lowest compared entry with this formula, charge and spin: 22.63 kcal per mole
- SMILES string: NC(=O)C1=C[C@@H](C2CCCCC2)C[C@@H](OCCCCO)O1